Model w:
Computed, not measured: 2 unconnected molecules or ions with the total composition C3H11N3, with ωB97M-V/def2-TZVPD.

CARTESIAN COORDINATES (ANGSTROEM)
N 3.16 -0.38 -0.74
N 1.84 -1.94 0.26
N -1.74 0.38 0.25
C -2.61 0.70 -0.83
C 3.04 -1.52 -0.20
C -1.11 1.49 0.93
H 1.10 -1.27 0.32
H -0.83 1.27 1.96
H 4.11 -0.09 -0.98
H -1.69 2.39 0.83
H -2.14 -0.31 0.88
H 1.59 -2.91 0.39
H -0.16 1.74 0.44
H -3.28 1.54 -0.57
H -2.09 1.25 -1.63
H 3.90 -2.19 -0.07
H -3.09 -0.18 -1.24

Calculated values
* <S²>: 0.754
* spin multiplicity: 2
* E_HOMO (alpha / beta): -12.0 / -12.0 eV
* Kohn-Sham gap (alpha / beta): 8.5 / 3.5 eV
* LUMO energy (alpha / beta): -3.482 / -8.454 eV
* total charge: +1

---

Model x:
Computed, not measured: 2 unconnected molecules or ions with the total composition C3H11N3, with ωB97M-V/def2-TZVPD.

CARTESIAN COORDINATES (ANGSTROEM)
N -0.76 -2.30 -1.39
N -1.38 -1.23 0.66
N 2.03 1.71 0.96
C 2.20 2.96 0.96
C -1.75 -1.53 -0.77
C 0.83 1.22 0.27
H 1.14 0.45 -0.44
H -0.90 -3.31 -1.35
H 0.20 -2.01 -1.54
H 1.94 3.66 0.16
H -0.37 -1.28 0.77
H -1.78 -1.97 1.23
H -2.08 -0.61 -1.26
H 0.13 0.88 1.04
H -2.70 -2.06 -0.77
H 2.88 3.38 1.70
H 0.36 2.05 -0.26

Calculated values
* <S²>: 0.760
* spin multiplicity: 2
* E_HOMO (alpha / beta): -12.3 / -12.3 eV
* Kohn-Sham gap (alpha / beta): 8.8 / 3.5 eV
* LUMO energy (alpha / beta): -3.527 / -8.802 eV
* total charge: +1

---

Quick one: most stable of them? model w